Below is C32H37ClN2Si2Y as an isolated structure, with properties calculated with ωB97M-V/def2-TZVPD.

## Properties
max |F|	4.230	eV/A
HOMO energy	-10.180	eV
calculated total energy	-66081.38468	eV
net charge	+1
LUMO energy	-2.50	eV

CARTESIAN COORDINATES (ANGSTROEM)
1 C -1.52 -1.25 4.73
2 C -2.18 -0.63 3.62
3 C -2.44 -1.65 2.66
4 H -2.51 0.41 3.57
5 C -1.95 -2.89 3.16
6 C -1.36 -2.64 4.44
7 H -0.95 -3.38 5.11
8 H -1.30 -0.76 5.67
9 H -3.03 -1.51 1.75
10 H -2.12 -3.88 2.73
11 Y 0.17 -1.47 2.76
12 Si 1.40 2.24 -0.36
13 C 0.06 3.47 -0.69
14 C 0.19 4.43 -1.69
15 H 1.14 4.52 -2.22
16 C -0.88 5.27 -1.99
17 H -0.78 6.02 -2.77
18 C -2.09 5.14 -1.30
19 H -2.94 5.78 -1.57
20 C -2.21 4.22 -0.27
21 H -3.16 4.11 0.28
22 C -1.11 3.44 0.08
23 H -1.16 2.81 0.98
24 C 0.67 0.48 -0.51
25 C -0.69 0.21 -0.39
26 H -1.43 1.01 -0.41
27 C -1.17 -1.16 -0.41
28 H -2.25 -1.35 -0.37
29 C -0.25 -2.13 0.19
30 H -0.57 -3.05 0.69
31 C 1.05 -1.98 -0.33
32 H 1.79 -2.76 -0.23
33 C 1.36 -0.74 -0.96
34 H 2.34 -0.65 -1.45
35 H 1.62 2.38 1.10
36 Si -0.19 -1.43 -2.05
37 C 0.12 -2.82 -3.36
38 C -0.57 -2.85 -4.59
39 H -1.37 -2.15 -4.78
40 C -0.21 -3.75 -5.60
41 H -0.75 -3.74 -6.55
42 C 0.83 -4.66 -5.41
43 H 1.10 -5.37 -6.19
44 C 1.54 -4.63 -4.20
45 H 2.38 -5.30 -4.04
46 C 1.18 -3.72 -3.19
47 H 1.76 -3.71 -2.27
48 C -0.49 -0.01 -3.31
49 C -1.72 0.61 -3.50
50 H -2.65 0.14 -3.15
51 C -1.77 1.87 -4.12
52 H -2.73 2.39 -4.22
53 C -0.60 2.48 -4.57
54 H -0.63 3.50 -4.97
55 C 0.62 1.79 -4.48
56 H 1.54 2.26 -4.84
57 C 0.66 0.52 -3.90
58 H 1.61 -0.02 -3.89
59 H 2.62 2.70 -0.98
60 Cl 2.63 -1.85 2.14
61 N 0.50 0.86 3.32
62 C 1.81 1.38 3.84
63 C 2.13 0.97 5.28
64 C 1.53 -0.31 5.85
65 N 1.49 -1.42 4.85
66 H -0.23 1.14 3.99
67 H 0.26 1.39 2.46
68 H 2.58 1.02 3.15
69 H 1.80 2.48 3.79
70 H 3.22 0.92 5.36
71 H 1.83 1.79 5.95
72 H 2.15 -0.63 6.70
73 H 0.51 -0.15 6.23
74 H 1.42 -2.32 5.33
75 H 2.38 -1.47 4.33

Löwdin atomic charge list, values in e, 2 entries: number 1, C, carries -0.20; number 2, C, carries -0.18



Below is a 2-piece molecular cluster, C6H13BrN overall, with properties calculated with ωB97M-V/def2-TZVPD.

## Properties
max |F|	4.845	eV/A
HOMO energy (spin up / spin down)	-12.792 / -13.913	eV
calculated total energy	-77952.45871	eV
net charge	+1
LUMO energy (spin up / spin down)	-4.84 / -4.95	eV

CARTESIAN COORDINATES (ANGSTROEM)
1 C 1.27 2.12 -1.79
2 C 1.38 0.43 -0.33
3 C 0.56 -2.25 -0.75
4 C -1.59 0.59 1.90
5 C -0.42 -1.10 -0.60
6 C -0.79 1.02 0.69
7 N 0.17 -0.06 0.29
8 Br 2.83 0.64 0.79
9 H 2.26 2.26 -2.18
10 H 0.44 1.97 -2.46
11 H 0.82 -2.68 0.21
12 H 0.13 -3.03 -1.37
13 H 1.48 -1.91 -1.24
14 H -2.14 -0.33 1.73
15 H -0.94 0.46 2.77
16 H -2.31 1.36 2.15
17 H -1.35 -1.45 -0.16
18 H -0.62 -0.64 -1.57
19 H -0.21 1.92 0.91
20 H -1.43 1.23 -0.17
21 H 0.44 -0.54 1.16

natural (NBO) atomic charge list, values in e, 2 entries: number 1, C, carries -0.08; number 2, C, carries -0.05



Below is C22H44O44S11 as an isolated structure, with properties calculated with ωB97M-V/def2-TZVPD.

## Properties
max |F|	3.296	eV/A
HOMO energy	-10.617	eV
calculated total energy	-232791.36790	eV
net charge	0
LUMO energy	-0.30	eV

CARTESIAN COORDINATES (ANGSTROEM)
1 C 24.69 -9.53 15.63
2 C 26.06 -9.40 16.24
3 O 25.85 -10.01 17.49
4 S 24.59 -9.31 18.22
5 O 25.15 -8.08 18.73
6 O 23.89 -10.17 19.14
7 O 23.79 -9.30 16.75
8 H 24.48 -10.51 15.21
9 H 24.42 -8.78 14.89
10 H 26.28 -8.34 16.39
11 H 26.89 -9.81 15.68
12 C 20.86 -10.05 17.56
13 C 20.79 -11.26 18.53
14 O 19.53 -11.18 19.18
15 S 18.49 -10.56 18.06
16 O 17.40 -10.05 18.80
17 O 18.35 -11.37 16.86
18 O 19.56 -9.42 17.65
19 H 21.00 -10.44 16.55
20 H 21.53 -9.22 17.74
21 H 21.52 -11.08 19.32
22 H 20.97 -12.17 17.96
23 C 27.06 -10.29 20.83
24 C 25.69 -10.21 21.50
25 O 26.06 -10.06 22.89
26 S 27.17 -8.90 22.91
27 O 27.98 -9.01 24.08
28 O 26.55 -7.63 22.61
29 O 27.95 -9.45 21.59
30 H 26.97 -9.85 19.84
31 H 27.37 -11.33 20.81
32 H 25.13 -11.14 21.42
33 H 24.96 -9.43 21.29
34 C 32.58 -8.85 17.36
35 C 32.52 -10.38 17.38
36 O 31.30 -10.84 17.94
37 S 30.34 -9.58 18.44
38 O 30.09 -9.49 19.85
39 O 29.24 -9.42 17.53
40 O 31.53 -8.48 18.25
41 H 32.29 -8.43 16.39
42 H 33.51 -8.34 17.61
43 H 33.25 -10.84 18.05
44 H 32.70 -10.61 16.33
45 C 30.41 -10.88 14.34
46 C 29.59 -9.84 13.61
47 O 28.28 -10.33 13.78
48 S 28.29 -11.93 13.39
49 O 28.51 -11.98 11.97
50 O 27.23 -12.64 13.99
51 O 29.63 -12.06 14.32
52 H 30.55 -10.55 15.37
53 H 31.37 -11.14 13.89
54 H 29.85 -9.82 12.55
55 H 30.00 -8.94 14.06
56 C 25.47 -14.83 17.23
57 C 26.13 -13.48 17.11
58 O 25.81 -12.89 18.38
59 S 25.89 -13.96 19.58
60 O 24.69 -13.86 20.37
61 O 27.16 -13.96 20.27
62 O 25.88 -15.22 18.55
63 H 25.83 -15.67 16.63
64 H 24.38 -14.73 17.21
65 H 25.72 -12.80 16.37
66 H 27.14 -13.54 16.68
67 C 22.38 -11.11 24.66
68 C 23.35 -11.89 23.77
69 O 22.82 -11.74 22.44
70 S 21.83 -10.46 22.33
71 O 20.46 -10.85 22.29
72 O 22.30 -9.54 21.35
73 O 22.03 -9.97 23.88
74 H 22.76 -10.81 25.63
75 H 21.45 -11.66 24.83
76 H 23.49 -12.92 24.07
77 H 24.34 -11.45 23.65
78 C 19.90 -13.87 14.73
79 C 20.76 -14.85 13.95
80 O 22.04 -14.86 14.56
81 S 22.19 -13.81 15.81
82 O 23.30 -12.92 15.68
83 O 21.99 -14.50 17.05
84 O 20.84 -13.03 15.41
85 H 19.32 -14.27 15.56
86 H 19.14 -13.29 14.21
87 H 20.91 -14.45 12.95
88 H 20.34 -15.85 13.96
89 C 18.83 -10.18 13.55
90 C 18.83 -9.14 12.44
91 O 20.07 -8.41 12.52
92 S 20.64 -8.50 14.01
93 O 20.01 -7.53 14.86
94 O 22.05 -8.59 14.01
95 O 20.00 -10.01 14.29
96 H 18.73 -11.21 13.22
97 H 17.96 -9.97 14.18
98 H 18.08 -8.38 12.66
99 H 18.55 -9.59 11.49
100 C 28.24 -6.62 19.76
101 C 27.56 -5.38 19.19
102 O 28.67 -4.45 19.14
103 S 29.94 -5.19 18.49
104 O 31.16 -4.52 18.84
105 O 29.67 -5.35 17.08
106 O 29.63 -6.59 19.26
107 H 27.95 -7.59 19.34
108 H 28.43 -6.87 20.80
109 H 26.90 -4.88 19.88
110 H 27.26 -5.70 18.20
111 C 29.81 -6.52 11.87
112 C 30.64 -5.61 12.76
113 O 30.04 -5.78 14.03
114 S 28.40 -5.67 13.85
115 O 28.01 -4.29 13.74
116 O 27.64 -6.57 14.67
117 O 28.50 -6.20 12.28
118 H 30.14 -7.55 11.88
119 H 29.93 -6.06 10.89
120 H 30.58 -4.60 12.37
121 H 31.68 -5.95 12.73

Löwdin atomic charge list, values in e, 2 entries: number 1, C, carries -0.14; number 2, C, carries -0.18